C28H38N2O3 in the gas phase. Source: OMol25; level of theory: ωB97M-V with the def2-TZVPD basis set.

ΔE to the lowest compared entry with this formula, charge and spin: 2.8 kcal per mole
energy: -38776.330 eV
total charge: 0
HOMO-LUMO gap: 8.69 eV

Atoms and positions in Å:
O -1.4880 -0.3173 4.8643
C -1.2639 -0.7127 3.7341
N -2.0298 -1.6536 3.1305
C -1.8607 -2.1125 1.7658
H -0.9314 -1.6781 1.3841
C -1.7207 -3.6422 1.7617
C -2.8525 -4.3319 2.5195
C -2.9426 -3.7687 3.9340
C -3.1210 -2.2548 3.8707
H -3.1086 -1.8153 4.8700
H -4.0735 -2.0079 3.3895
H -3.7804 -4.2135 4.4722
H -2.0253 -3.9985 4.4795
H -3.8020 -4.1764 2.0038
H -2.6673 -5.4073 2.5516
H -1.6806 -4.0015 0.7330
H -0.7725 -3.8976 2.2403
C -3.0018 -1.6017 0.8665
C -2.6055 -1.5859 -0.6072
C -3.7793 -1.1796 -1.5009
O -3.4330 -1.1326 -2.8643
H -3.1116 -2.0001 -3.1345
H -4.1144 -0.1704 -1.2518
H -4.6217 -1.8703 -1.3448
H -1.7818 -0.8857 -0.7642
H -2.2632 -2.5796 -0.9108
H -3.2526 -0.5852 1.1772
H -3.8925 -2.2184 0.9913
C -0.1188 -0.1717 2.9348
C 1.0312 -0.9219 2.7266
C 2.0975 -0.4062 2.0116
C 2.0269 0.8834 1.4920
C 0.8903 1.6536 1.7444
C -0.1664 1.1341 2.4596
H -1.0431 1.7355 2.6469
H 0.8627 2.6602 1.3598
O 2.9981 1.4925 0.7641
C 3.9597 0.7178 0.0636
C 3.3083 -0.2114 -0.9655
C 2.5244 0.6209 -1.9768
N 3.4264 1.5262 -2.6594
C 2.8963 2.1311 -3.8594
H 3.7500 2.5225 -4.4244
C 1.8758 3.2854 -3.7038
C 0.6376 2.9125 -2.9410
C 0.3363 3.5268 -1.7310
C -0.7939 3.1701 -1.0174
C -1.6382 2.1871 -1.5026
C -1.3621 1.5805 -2.7169
C -0.2370 1.9485 -3.4323
H -0.0315 1.4805 -4.3848
H -2.0277 0.8241 -3.1056
H -2.5162 1.9032 -0.9413
H -1.0189 3.6623 -0.0822
H 0.9940 4.2932 -1.3434
H 2.3646 4.1320 -3.2184
H 1.5966 3.5965 -4.7143
H 2.4444 1.3303 -4.4500
C 4.0264 2.4639 -1.7297
C 4.8487 1.7133 -0.6831
H 5.6570 1.1664 -1.1683
H 5.2739 2.4260 0.0241
H 4.6785 3.1362 -2.2930
H 3.2680 3.0630 -1.2029
H 2.0658 -0.0380 -2.7183
H 1.7182 1.1506 -1.4453
H 4.0950 -0.7683 -1.4751
H 2.6336 -0.9180 -0.4800
H 4.5674 0.1381 0.7759
H 2.9806 -1.0109 1.8726
H 1.0975 -1.9230 3.1288

Here are the Mulliken charges for atoms 1 to 6, given in e: -0.692 0.028 0.210 0.083 0.206 -1.027